The following is a quantum chemistry calculation of a molecular structure, C38H33FeN9O8P2, from OMol25.

```
91
C38H33FeN9O8P2 (ωB97M-V with the def2-TZVPD basis set)
Fe 0.85542 -0.71632 0.13078
C -0.81603 -2.50584 4.69881
N -0.04829 -2.79218 3.49359
C -0.23411 -3.85302 2.63878
C 0.61672 -3.65487 1.59472
N 1.31806 -2.48627 1.78511
C 0.88459 -1.99260 2.92745
P 1.57956 -0.51858 3.72151
C 2.89477 -0.24236 2.48967
N 2.75418 -0.05837 1.18581
C 4.01152 0.09935 0.66813
C 4.92776 0.01456 1.67269
N 4.21239 -0.20287 2.82219
C 4.78308 -0.36166 4.15677
C 0.39568 0.70617 3.10895
N 0.08943 0.87594 1.84216
C -0.89258 1.82707 1.81019
C -1.18228 2.23308 3.07899
N -0.35788 1.51932 3.90554
C -0.34969 1.59879 5.36004
H -1.27508 -3.42473 5.05209
H -0.15285 -2.12583 5.47628
H -1.59548 -1.77821 4.48610
H -0.95541 -4.62951 2.83893
H 0.76567 -4.26430 0.71998
H 4.17634 0.25961 -0.38697
H 6.00354 0.08137 1.67006
H 5.86176 -0.44324 4.06344
H 4.54559 0.49427 4.78481
H 4.40121 -1.26226 4.62892
H -1.33801 2.16378 0.88846
H -1.89564 2.94766 3.45652
H -0.58606 2.61468 5.66316
H -1.08639 0.92116 5.79008
H 0.63338 1.33868 5.73956
O 2.99837 -2.42001 -1.81218
N 2.47564 -1.28002 -2.32426
C 3.30354 -0.53503 -2.91827
C 2.79189 0.68701 -3.56939
C 3.53403 1.16569 -4.65035
C 3.07347 2.20667 -5.43551
C 1.85234 2.79257 -5.14042
C 1.13106 2.35744 -4.04121
C 1.58071 1.31740 -3.22826
P 0.54292 0.92989 -1.73420
C -1.05397 0.46469 -2.47920
C -2.25502 0.74832 -1.82608
C -3.46250 0.33402 -2.36624
C -3.47860 -0.40816 -3.54047
C -2.28493 -0.73866 -4.16647
C -1.07626 -0.30055 -3.64273
C 0.32310 2.63972 -1.10532
C 1.29335 3.05686 -0.19339
C 1.26865 4.33882 0.33462
C 0.25476 5.21535 -0.02759
C -0.72230 4.80708 -0.92636
C -0.68280 3.53011 -1.47099
H 2.17726 -2.84891 -1.50766
H 4.35185 -0.81235 -3.03829
H 4.47413 0.68066 -4.89102
H 3.65794 2.55141 -6.28020
H 1.46344 3.59039 -5.76076
H 0.19223 2.84297 -3.81063
H -2.24873 1.28911 -0.88745
H -4.38926 0.57063 -1.85607
H -4.42064 -0.74785 -3.95457
H -2.29195 -1.35054 -5.05949
H -0.14772 -0.57073 -4.13136
H 2.05954 2.35757 0.12303
H 2.03245 4.65145 1.03590
H 0.22037 6.21273 0.39436
H -1.51926 5.48637 -1.20690
H -1.45340 3.22600 -2.16922
O -0.56805 -3.55540 -2.60482
C -0.62595 -2.86463 -1.59442
O 0.40797 -2.43335 -0.94850
C -1.97004 -2.51031 -1.00271
C -3.09321 -2.99963 -1.61971
C -4.36607 -2.71569 -1.12433
C -4.52577 -1.98390 0.02937
C -3.40799 -1.52115 0.68436
C -2.07637 -1.69259 0.17113
O -1.09505 -1.10404 0.71041
N -3.63754 -0.76281 1.91300
O -2.80699 -0.81212 2.80581
O -4.67609 -0.12466 2.00765
N -5.55033 -3.19211 -1.82857
O -5.39526 -3.74909 -2.90204
O -6.64275 -3.00193 -1.31600
H -2.96984 -3.60888 -2.50382
H -5.51128 -1.78826 0.42452
```

Computed properties:
Kohn-Sham gap (alpha / beta) (eV): 7.68 / 7.63
Multiplicity: 5
Highest occupied orbital energy (alpha / beta) (eV): -7.66 / -7.64
<S²>: 6.010
LUMO (alpha / beta) (eV): 0.0 / 0.0